(1)
{
  "formula": "C35H64N4O11",
  "method": "ωB97M-V with the def2-TZVPD basis set",
  "energy_ev": -65787.960,
  "e_lumo_ha": 0.013,
  "multiplicity": 1,
  "orbital_gap_ev": 8.69,
  "species": ["O", "C", "O", "C", "C", "C", "H", "H", "H", "H", "H", "H", "H", "H", "O", "C", "O", "C", "C", "C", "H", "H", "H", "H", "H", "H", "H", "H", "O", "C", "O", "C", "C", "C", "H", "H", "H", "H", "H", "H", "H", "H", "O", "C", "O", "C", "C", "C", "H", "H", "H", "H", "H", "H", "H", "H", "C", "C", "C", "C", "N", "H", "H", "H", "H", "H", "H", "H", "C", "C", "C", "C", "N", "H", "H", "H", "H", "H", "H", "H", "C", "C", "C", "C", "N", "H", "H", "H", "H", "H", "H", "H", "C", "C", "C", "C", "N", "H", "H", "H", "H", "H", "H", "H", "C", "C", "O", "C", "O", "O", "H", "H", "H", "H"],
  "coordinates": [[-1.800142, -4.755432, -1.997093], [-0.883359, -5.349020, -1.428198], [0.468914, -4.986695, -1.526819], [0.881502, -3.849992, -2.213520], [0.563860, -2.630691, -1.348580], [-1.081538, -6.516689, -0.458853], [0.457941, -3.737263, -3.211516], [1.953910, -3.874882, -2.406968], [1.084056, -1.784712, -1.797822], [0.890197, -2.620294, -0.308627], [-0.513512, -2.499038, -1.448718], [-1.222083, -7.299439, -1.204263], [-1.994004, -6.422356, 0.129855], [-0.256228, -6.746085, 0.215192], [0.257671, -0.308957, 4.890028], [0.633211, -0.635406, 3.732112], [-0.078617, -1.262478, 2.801972], [-1.461057, -1.568795, 2.974142], [-1.653928, -2.563112, 4.107080], [2.012986, -0.350034, 3.157128], [-1.900365, -2.096926, 2.127865], [-2.107943, -0.707085, 3.138746], [-1.236997, -2.274588, 5.071978], [-1.100346, -3.482160, 3.914730], [-2.707847, -2.840747, 4.123732], [2.220508, -0.909799, 2.245156], [2.872165, -0.561150, 3.793793], [2.088237, 0.699928, 2.874257], [5.321250, 3.958403, -0.435794], [5.258044, 3.446484, -1.554844], [4.241754, 2.816933, -2.104931], [3.022988, 2.632062, -1.383379], [2.442262, 1.237214, -1.674866], [6.460622, 3.369765, -2.503835], [2.364046, 3.477489, -1.581219], [3.101269, 2.747520, -0.302349], [3.241176, 0.530733, -1.900103], [1.678996, 1.224007, -2.452901], [1.971756, 0.851992, -0.770251], [6.926834, 2.392905, -2.375422], [7.216744, 4.130437, -2.309535], [6.111950, 3.597437, -3.511155], [-1.994525, 5.566912, -2.162655], [-2.193444, 4.462483, -1.699187], [-1.302858, 3.418259, -1.764039], [0.005522, 3.629169, -2.363563], [1.085229, 3.847602, -1.274077], [-3.427414, 4.173556, -0.806094], [0.015044, 4.543433, -2.956979], [0.283548, 2.930429, -3.152594], [1.935001, 4.323185, -1.763773], [1.463313, 2.992550, -0.713687], [0.727297, 4.622264, -0.595924], [-4.308314, 4.015890, -1.428397], [-3.580156, 5.048997, -0.174933], [-3.401942, 3.284061, -0.176609], [-4.529985, -3.683391, 1.171935], [-3.106393, -3.570824, 1.773369], [-1.977279, -3.892535, 0.818837], [-0.560323, -3.679762, 1.341041], [0.493170, -3.511931, 1.731768], [-4.687395, -3.191986, 0.211802], [-5.299920, -3.199195, 1.772641], [-4.930113, -4.693563, 1.085093], [-3.005659, -4.271845, 2.601935], [-2.881321, -2.596049, 2.206116], [-2.320184, -3.340415, -0.056196], [-2.066890, -4.950918, 0.574106], [-1.239509, 4.058099, 1.151942], [-0.808511, 2.786772, 1.904413], [0.625970, 2.610663, 2.305931], [1.687496, 3.127062, 1.459910], [2.499467, 3.466351, 0.735067], [-2.179205, 3.903362, 0.621730], [-0.567359, 4.428312, 0.377830], [-1.378992, 4.923559, 1.799724], [-1.068692, 1.942571, 1.265869], [-1.350957, 2.684614, 2.844317], [0.870535, 1.602244, 2.639683], [0.799247, 3.193506, 3.210577], [-0.563781, 1.250437, -1.344088], [0.241190, 0.589654, -0.175861], [-0.083834, -0.846531, 0.142370], [-1.487630, -1.258908, 0.038204], [-2.592083, -1.628304, -0.100159], [-1.646361, 1.188614, -1.233115], [-0.359564, 0.852064, -2.337918], [-0.356907, 2.318426, -1.412764], [0.041500, 1.113857, 0.758718], [1.310643, 0.702624, -0.353651], [0.282311, -1.151622, 1.122656], [0.405723, -1.420929, -0.644081], [2.138283, -1.999748, 0.516301], [3.578555, -1.637164, 0.870671], [3.920294, -0.173382, 0.570757], [3.147399, 0.917169, 1.308535], [2.570789, 1.725657, 1.902725], [1.404870, -1.428210, 1.085107], [2.044859, -3.056520, 0.766539], [2.050044, -1.968864, -0.569679], [4.349500, -2.259222, 0.415938], [3.795315, -1.839670, 1.919529], [3.783330, 0.060353, -0.485041], [4.958632, -0.081972, 0.889470], [-3.683671, -0.521528, -2.496581], [-4.231735, 0.536941, -1.495229], [-3.713396, 1.735982, -1.972187], [-3.092976, 1.545567, -3.143358], [-2.403470, 2.357581, -3.719441], [-3.267341, 0.236945, -3.552106], [-4.536973, -1.164126, -2.713510], [-2.850493, -1.089443, -2.082613], [-3.909119, 0.298719, -0.481685], [-5.314283, 0.612573, -1.597588]],
  "atomic_forces_ev_per_a": [[2.271, -1.445, 0.845], [-0.103, 2.207, -0.234], [-1.736, -2.303, 0.603], [0.416, 1.493, -0.160], [-1.602, -3.656, -3.922], [0.202, -0.089, -1.281], [-0.513, -0.161, 0.073], [0.186, -0.687, 0.373], [-0.106, -0.027, -0.871], [-1.605, -2.644, -1.867], [0.033, -0.233, -0.309], [-0.009, -0.690, 0.425], [0.096, -0.304, -0.583], [0.128, 0.213, -0.388], [0.643, -0.978, -3.879], [0.837, 0.803, 3.763], [-0.989, 0.587, 0.680], [0.047, -0.332, 1.993], [0.482, -0.492, 0.525], [-0.951, -1.214, 1.445], [2.672, 1.844, -0.053], [0.454, 0.519, 0.036], [-0.582, 0.583, -0.050], [-0.027, -0.098, -0.430], [0.117, 0.205, 0.659], [-0.615, 0.508, 1.083], [-0.414, 0.064, 0.640], [-0.613, -1.529, 1.828], [-0.677, -0.974, -1.754], [1.773, 0.812, 1.379], [0.698, -0.475, -0.337], [3.275, -3.235, -1.883], [1.557, 1.097, -1.549], [-0.342, 0.860, 0.181], [5.209, -4.047, -1.126], [1.886, -0.778, -1.333], [-0.079, 0.263, -0.736], [0.180, -0.152, -0.133], [5.587, 1.431, -3.935], [-0.137, -0.048, -0.417], [-0.165, -0.048, 0.518], [0.065, -0.683, -0.143], [-0.233, -1.373, 0.276], [0.511, 0.868, 0.363], [-1.604, 3.486, -0.807], [0.882, 2.769, -0.839], [-5.607, 2.896, -0.423], [-0.388, 0.001, -0.942], [-0.561, 0.364, 0.326], [-0.531, -0.724, 0.531], [-2.217, 2.806, -0.370], [-2.809, 0.825, -0.233], [-0.121, -0.123, -0.130], [0.086, 0.393, -0.223], [-0.022, 0.030, -0.210], [0.204, 0.069, -0.458], [-0.286, 0.214, -0.013], [-1.033, -0.937, 0.773], [-0.132, -1.553, 0.095], [-3.574, -0.492, -1.587], [0.514, -1.260, 1.435], [0.598, -0.109, -0.191], [0.337, 0.191, 0.572], [0.517, -0.279, -0.114], [-0.369, 0.017, 0.191], [-2.660, -1.288, -0.572], [1.467, -0.881, -0.057], [0.126, 0.757, 0.459], [0.010, 0.483, 0.425], [-0.868, 0.379, -0.434], [-1.668, 2.001, 1.447], [-2.161, 0.257, 0.534], [-0.208, 6.554, 1.790], [0.924, -0.094, 1.137], [0.085, -0.499, 0.462], [-0.021, -0.065, 0.353], [-0.574, 0.315, 0.353], [-0.430, 0.009, -0.145], [-1.187, 0.586, -0.383], [-0.138, 0.126, 0.468], [1.153, -1.453, 1.113], [-2.997, 0.420, 1.232], [-2.085, 1.392, -0.513], [-2.101, 0.973, -0.432], [2.481, 2.322, 0.311], [0.229, -0.207, 0.590], [0.217, -0.467, 0.029], [0.508, -3.524, 1.439], [0.299, -0.012, -0.761], [-5.808, -1.665, 3.490], [-2.159, 0.762, -0.989], [-1.393, 2.806, 2.101], [5.396, -0.603, 0.427], [-0.033, 0.385, 0.777], [-0.133, 0.826, 0.865], [1.655, -0.674, -1.129], [6.525, -4.786, -0.437], [2.429, -1.083, -0.829], [0.307, 0.412, -0.113], [1.720, 1.309, 1.260], [-0.271, 0.007, -0.717], [-0.163, 0.124, 0.226], [0.629, -0.332, 0.501], [0.106, 0.627, -0.293], [-1.175, -0.564, 2.188], [-0.568, -1.556, -0.217], [0.683, 0.977, -0.487], [1.550, 0.115, -1.380], [-1.938, -1.540, 0.320], [0.728, 2.111, -1.636], [0.355, -0.280, -0.549], [-0.340, 0.070, -0.298], [-0.135, 0.393, -0.031], [-0.078, -0.168, 0.406]],
  "lowdin_charge": [0.088, -0.453, -0.014, -0.172, -0.169, 0.017, 0.132, 0.128, 0.125, 0.010, 0.099, 0.099, 0.077, 0.100, 0.063, -0.431, -0.082, -0.223, -0.050, 0.015, 0.011, 0.152, 0.083, 0.082, 0.082, 0.031, 0.124, 0.013, 0.075, -0.525, 0.026, -0.247, -0.021, 0.010, -0.039, 0.011, 0.091, 0.092, -0.030, 0.083, 0.078, 0.078, 0.114, -0.454, -0.156, -0.150, -0.085, -0.005, 0.135, 0.135, 0.131, 0.052, 0.106, 0.094, 0.101, 0.072, -0.066, -0.263, -0.180, -0.115, 0.216, 0.060, 0.070, 0.071, 0.115, 0.031, 0.062, 0.064, -0.059, -0.190, -0.151, -0.264, 0.148, 0.010, 0.051, 0.093, 0.080, 0.120, 0.085, 0.151, -0.018, -0.142, -0.201, -0.114, 0.187, 0.082, 0.105, 0.012, 0.072, -0.003, 0.059, -0.007, -0.177, -0.192, -0.087, -0.039, 0.085, 0.028, 0.087, 0.077, 0.120, 0.107, 0.074, 0.133, -0.165, -0.120, 0.002, -0.507, 0.162, 0.069, 0.134, 0.088, 0.108, 0.133]
}


(2)
{
  "formula": "C20H23N2O6Re",
  "method": "ωB97M-V with the def2-TZVPD basis set",
  "energy_ev": -38500.655,
  "e_lumo_ha": [-0.204, -0.189],
  "multiplicity": 2,
  "orbital_gap_ev": [6.66, 6.68],
  "total_charge": 1,
  "species": ["Re", "O", "C", "O", "C", "C", "C", "C", "C", "O", "C", "C", "O", "O", "H", "H", "H", "H", "H", "H", "H", "H", "C", "N", "C", "C", "C", "O", "H", "H", "H", "H", "H", "H", "H", "H", "H", "C", "C", "C", "C", "C", "C", "C", "C", "N", "H", "H", "H", "H", "H", "H"],
  "coordinates": [[-0.375100, -0.794300, -0.015300], [0.917100, 3.119400, 0.187300], [0.924500, 1.989300, -0.218400], [0.433400, 0.970200, 0.412000], [1.647400, 1.671600, -1.560100], [2.575000, 0.446500, -1.412900], [3.597600, 0.483200, -2.558400], [2.714100, 0.079800, -3.753800], [1.365800, -0.155300, -3.059300], [1.735900, -0.647700, -1.772900], [0.735200, 1.214900, -2.729300], [-0.749400, 1.064300, -2.345900], [-1.582200, 1.859600, -2.688300], [-1.048900, -0.024000, -1.682600], [2.180800, 2.588100, -1.817400], [2.986200, 0.296500, -0.417100], [4.385900, -0.243700, -2.372800], [4.047400, 1.465300, -2.672500], [3.070900, -0.828500, -4.231400], [2.640500, 0.853300, -4.511500], [0.703300, -0.859500, -3.557000], [0.775700, 1.919400, -3.561400], [-4.407500, -2.393900, -0.451900], [-3.576300, -3.116300, -1.398500], [-4.251900, -3.835200, -2.451600], [-2.265400, -2.959400, -1.329300], [-1.346600, -3.567700, -2.341900], [-1.787300, -2.303000, -0.360000], [-5.433800, -2.739100, -0.518100], [-4.375000, -1.324000, -0.662200], [-4.051100, -2.554900, 0.563500], [-5.173200, -4.262600, -2.060000], [-3.641400, -4.647800, -2.833700], [-4.499100, -3.165100, -3.278100], [-1.629700, -4.581100, -2.613900], [-0.336500, -3.572200, -1.931600], [-1.343000, -2.955300, -3.244100], [1.106000, -1.736800, 1.271500], [-0.094800, -2.144000, 1.992900], [-0.834400, -1.179400, 2.739700], [-2.067700, -1.508300, 3.270500], [-2.570600, -2.799500, 3.110900], [-1.807300, -3.795900, 2.478600], [-0.592600, -3.473500, 1.934300], [-3.868000, -3.110100, 3.579500], [-4.930400, -3.356500, 3.928000], [1.710000, -2.558700, 0.892100], [1.716200, -0.994100, 1.786700], [-0.400100, -0.206600, 2.944500], [-2.656500, -0.780000, 3.809300], [-2.191700, -4.805500, 2.424400], [-0.007000, -4.232100, 1.437200]],
  "atomic_forces_ev_per_a": [[0.049, -0.240, 0.604], [-0.327, -0.452, 0.428], [1.468, 1.912, -2.518], [-1.545, -2.960, 1.499], [-0.269, 0.136, 0.884], [0.749, 0.774, -0.033], [0.055, -0.143, 0.297], [-0.107, -0.201, 0.044], [-0.231, 0.330, -0.805], [-0.443, -0.384, 0.646], [-0.621, -0.312, 0.091], [0.778, 1.795, -1.282], [0.097, -0.272, 0.148], [-0.419, -1.779, 1.233], [0.011, -0.215, 0.045], [-0.019, -0.035, -0.022], [0.038, 0.012, -0.070], [0.051, 0.031, 0.050], [0.017, -0.054, -0.014], [-0.021, 0.060, -0.078], [-0.008, -0.009, 0.060], [-0.040, -0.126, 0.113], [-0.213, 0.401, 0.481], [0.900, 0.222, 0.313], [-0.199, -0.330, -0.629], [-0.877, -0.578, -0.891], [0.184, 0.047, 0.180], [1.391, 1.563, 0.823], [0.029, -0.056, -0.094], [-0.028, -0.002, 0.006], [0.011, -0.007, -0.008], [0.078, 0.044, 0.014], [-0.005, 0.026, 0.010], [-0.027, -0.021, 0.045], [0.000, 0.009, 0.007], [-0.080, -0.005, -0.051], [-0.080, 0.034, -0.052], [-0.179, 0.027, -0.335], [-0.130, 0.354, 0.441], [0.773, 0.148, -1.094], [-0.895, -0.652, 0.084], [0.844, 0.812, -0.135], [0.363, 0.005, -0.140], [-0.278, 0.087, -0.048], [-0.342, -0.084, 0.236], [-0.447, -0.116, 0.107], [-0.086, 0.120, -0.203], [-0.125, 0.112, -0.269], [-0.005, -0.020, -0.098], [0.047, 0.060, 0.026], [0.023, -0.009, 0.016], [0.091, -0.062, -0.064]],
  "mulliken_spin": [1.140, 0.005, 0.000, -0.003, -0.001, 0.007, 0.000, 0.001, 0.000, 0.010, 0.001, 0.014, 0.007, -0.011, 0.000, 0.004, 0.000, 0.000, 0.000, 0.000, 0.000, 0.000, 0.001, 0.002, 0.000, -0.009, 0.000, -0.042, 0.000, -0.001, 0.000, 0.000, 0.000, 0.000, 0.001, -0.001, -0.001, -0.054, 0.010, -0.028, 0.017, -0.023, 0.006, -0.031, 0.004, -0.013, 0.010, -0.009, -0.010, 0.000, 0.000, -0.001]
}